C4H10N2O in the gas phase. Source: the OMol25 dataset; level of theory: ωB97M-V with the def2-TZVPD basis set.

ORCA input file:
```
! RIJCOSX wB97M-V def2-TZVPD def2/J DEFGRID3
* xyz 0 1
N 1.923 0.845 0.008
C 0.767 1.424 -0.651
C -0.283 0.481 -1.209
C -1.193 -0.285 -0.223
N -0.484 -0.690 0.987
C -0.813 -1.819 1.659
O -0.120 -2.321 2.519
H 1.950 0.775 1.011
H 2.429 0.132 -0.485
H 1.145 2.015 -1.485
H 0.367 2.205 -0.008
H 0.131 -0.201 -1.945
H -0.955 1.101 -1.807
H -2.043 0.340 0.041
H -1.568 -1.166 -0.746
H 0.519 -0.561 0.957
H -1.771 -2.275 1.378
*
```

As for the energy above the lowest of the compared OMol25 structures with the same formula, charge and spin: 132.3 kJ/mol. Its frontier orbital gap is 10.1970 eV.

---

8 unconnected molecules or ions with the total composition C2H15O13S. Source: the OMol25 dataset; level of theory: ωB97M-V with the def2-TZVPD basis set.

ORCA input file:
```
! RIJCOSX wB97M-V def2-TZVPD def2/J DEFGRID3
* xyz -3 1
S -39.977 19.071 -18.463
O -41.295 19.636 -18.113
O -39.041 20.180 -18.712
O -39.452 18.307 -17.361
O -40.106 18.113 -19.549
O -34.488 14.151 -17.601
C -34.653 15.483 -17.824
O -34.806 15.921 -18.960
O -34.455 16.180 -16.804
H -34.589 13.863 -18.512
C -35.927 7.386 -20.419
O -35.488 8.533 -21.127
H -36.865 6.982 -20.799
H -35.212 6.607 -20.685
H -36.039 7.562 -19.349
H -35.292 8.294 -22.036
O -30.197 13.140 -20.315
H -30.198 12.198 -20.150
H -30.905 13.481 -19.768
O -38.395 14.913 -23.899
H -38.033 15.394 -24.643
H -37.663 14.832 -23.287
O -37.467 18.965 -23.173
H -38.139 18.358 -22.863
H -37.803 19.289 -24.009
O -30.110 14.958 -14.538
H -30.044 14.003 -14.510
H -30.937 15.128 -14.989
O -38.147 11.965 -19.572
H -37.562 11.433 -20.112
H -37.860 11.801 -18.674
*
```

As for the energy above the lowest of the compared OMol25 structures with the same formula, charge and spin: 203.3 kJ/mol. Its frontier orbital gap is 0.9516 eV.

---

A molecular structure, C3Li2O3Pt. Source: the OMol25 dataset; level of theory: ωB97M-V with the def2-TZVPD basis set.

ORCA input file:
```
! RIJCOSX wB97M-V def2-TZVPD def2/J DEFGRID3
* xyz 1 4
O 1.596 1.578 1.155
C 0.583 0.848 1.167
O 0.039 0.364 2.203
Pt -1.376 -0.736 1.582
Li 2.006 1.742 -0.684
C 0.070 0.373 -0.164
C -0.358 -0.417 -1.022
O -1.063 -1.078 -1.771
Li -1.499 -2.675 -2.467
*
```

Its frontier orbital gap (alpha / beta) is 6.7555 / 7.7723 eV. As for the expectation value of S²: 3.7555.

---

A molecular structure, C42H57BCsN5O4P2S. Source: the OMol25 dataset; level of theory: ωB97M-V with the def2-TZVPD basis set.

ORCA input file:
```
! RIJCOSX wB97M-V def2-TZVPD def2/J DEFGRID3
* xyz -2 1
Cs 0.256 0.100 -0.735
C -1.283 -5.039 2.024
C -2.283 -3.928 1.688
C -2.385 -3.859 0.155
C -3.654 -4.299 2.263
P -1.566 -2.231 2.151
C -3.191 -1.328 2.332
N -3.056 0.112 2.380
B -2.118 0.937 1.576
N -2.514 2.286 2.070
C -1.916 3.555 1.729
P -1.164 3.597 0.022
C -0.013 5.071 0.264
C 1.230 4.443 0.921
C 0.413 5.606 -1.105
C -0.510 6.229 1.130
C -2.634 4.155 -1.027
C -2.226 3.995 -2.498
C -3.169 5.566 -0.793
C -3.761 3.149 -0.747
C -3.511 2.231 3.017
C -4.144 3.224 3.747
C -5.159 2.864 4.643
C -5.521 1.537 4.803
C -4.877 0.525 4.080
C -3.865 0.868 3.197
C -0.971 -2.316 3.943
C -1.836 -3.080 4.941
C 0.438 -2.920 3.907
C -0.840 -0.863 4.426
H -1.611 -5.969 1.545
H -1.228 -5.225 3.099
H -0.286 -4.798 1.649
H -2.806 -4.796 -0.230
H -1.391 -3.718 -0.277
H -3.027 -3.040 -0.179
H -3.937 -5.290 1.888
H -4.436 -3.601 1.959
H -3.647 -4.347 3.351
H -3.706 -1.686 3.229
H -3.809 -1.623 1.475
H -1.121 3.809 2.441
H -2.663 4.354 1.810
H 1.666 3.685 0.268
H 0.997 3.965 1.875
H 1.980 5.221 1.108
H 0.720 4.790 -1.762
H 1.270 6.278 -0.985
H -0.384 6.169 -1.595
H -0.774 5.902 2.137
H -1.379 6.726 0.695
H 0.287 6.976 1.228
H -1.458 4.711 -2.793
H -3.099 4.157 -3.140
H -1.830 2.995 -2.687
H -2.453 6.329 -1.107
H -3.422 5.739 0.256
H -4.084 5.711 -1.379
H -3.404 2.120 -0.825
H -4.566 3.303 -1.475
H -4.180 3.272 0.253
H -3.860 4.263 3.638
H -5.661 3.635 5.216
H -6.311 1.273 5.497
H -5.178 -0.507 4.213
H -1.868 -4.149 4.724
H -2.859 -2.698 4.969
H -1.414 -2.959 5.946
H 0.446 -3.953 3.554
H 0.868 -2.897 4.916
H 1.082 -2.341 3.246
H -1.812 -0.397 4.593
H -0.295 -0.252 3.704
H -0.288 -0.853 5.374
C 4.909 0.632 -0.698
C 4.720 -0.631 -1.492
C 5.493 -0.875 -2.655
C 5.301 -2.032 -3.347
C 4.343 -2.973 -2.906
C 4.112 -4.192 -3.585
C 3.169 -5.052 -3.093
C 2.431 -4.741 -1.939
C 2.602 -3.558 -1.235
S 1.639 -3.197 0.165
C 3.607 -2.644 -1.739
N 3.819 -1.483 -1.070
H 5.726 1.231 -1.104
H 5.120 0.393 0.344
H 3.990 1.219 -0.727
H 6.218 -0.138 -2.978
H 5.874 -2.250 -4.243
H 4.684 -4.418 -4.478
H 2.977 -5.994 -3.598
H 1.687 -5.441 -1.578
N 2.723 -0.701 1.791
C 2.971 0.102 2.593
H 2.472 -1.468 1.119
O 0.417 1.590 -3.083
C 1.453 2.114 -2.635
O 2.054 1.923 -1.556
C 2.085 3.191 -3.545
C 1.433 3.591 -4.707
C 1.972 4.574 -5.519
C 3.183 5.144 -5.151
C 3.858 4.763 -3.999
C 3.295 3.785 -3.199
N 3.765 6.176 -6.004
O 4.833 6.654 -5.689
O 3.171 6.501 -7.009
H 0.494 3.109 -4.945
H 1.479 4.903 -6.421
H 4.797 5.234 -3.749
H 3.772 3.458 -2.284
*
```

As for the energy above the lowest of the compared OMol25 structures with the same formula, charge and spin: 17.6 kJ/mol. Its frontier orbital gap is 3.8190 eV.

---

A molecular structure, BrCdINO3. Source: the OMol25 dataset; level of theory: ωB97M-V with the def2-TZVPD basis set.

ORCA input file:
```
! RIJCOSX wB97M-V def2-TZVPD def2/J DEFGRID3
* xyz -1 1
Cd -1.816 -0.602 0.248
N 2.046 0.403 -1.210
O 1.131 0.858 -0.555
O 3.182 0.742 -1.303
O 1.797 -0.594 -1.580
Br -0.852 -1.918 3.696
I -5.489 1.111 0.704
*
```

As for the energy above the lowest of the compared OMol25 structures with the same formula, charge and spin: 731.2 kJ/mol. Its frontier orbital gap is 3.3010 eV.

---

A gas-phase ion, O5S2 (charge -2). Source: the OMol25 dataset; level of theory: ωB97M-V with the def2-TZVPD basis set.

ORCA input file:
```
! RIJCOSX wB97M-V def2-TZVPD def2/J DEFGRID3
* xyz -2 1
O -2.415 0.941 0.331
O 2.605 1.187 -0.005
O 0.066 0.508 -0.438
O 1.655 -0.841 0.871
O -1.947 -1.162 -0.691
S -1.468 -0.199 0.313
S 1.691 0.021 -0.354
*
```

As for the energy above the lowest of the compared OMol25 structures with the same formula, charge and spin: 20.8 kJ/mol. Its frontier orbital gap is 6.3340 eV.

---

no.,largest force on an atom (eV Å⁻¹)
1,1.03
2,4.82
3,3.73
4,1.66
5,18.20
6,1.70